# 1
ORCA calculation (wB97M-V/def2-TZVPD) on a molecular structure, C21H43BHfO2P2 in a non-equilibrium geometry.

```
! RIJCOSX wB97M-V def2-TZVPD def2/J DEFGRID3
* xyz 2 1
H 4.53992 -1.75291 -1.32906
H 1.41825 4.25975 1.51807
H 2.56674 -0.53568 -3.80457
H 1.54964 5.36597 2.91422
H -2.55238 2.51530 0.80050
C -2.64949 1.64051 0.15272
C 0.37237 -1.14337 -1.39217
C -1.68409 -3.23192 -1.28288
H 2.60879 1.74714 1.32913
C 2.13327 1.42401 0.38102
C -1.79678 -3.13021 -3.81476
O -0.73664 2.63985 2.12168
H -2.87030 -0.53683 2.30790
C 3.50390 -2.10096 -1.47232
H -0.69598 5.36007 2.07753
H 1.58262 0.80738 -3.13653
H -0.98679 5.51660 3.83308
H 0.25692 -1.43637 -2.44088
H -3.12831 -1.35016 0.72935
H -0.27708 -3.95373 -5.12333
C -0.81081 -0.15626 -1.06936
C -2.37171 -0.95598 1.42268
C 0.76103 -3.07280 -3.45842
H -1.70358 -0.73765 -1.31700
O 1.21553 2.03341 3.16260
C -1.98798 -2.57382 -2.42858
H -1.88295 -2.80800 -0.29669
Hf 0.91531 -0.41181 0.66569
H 0.97394 3.00418 5.64996
H 2.52839 3.55985 4.96236
P 2.37824 -0.68536 -1.40537
H -0.30645 -2.18389 -5.10087
H 1.66830 -3.87804 -1.70380
P -1.44124 0.40760 0.63675
H -1.22706 -5.08393 -0.29687
H 1.50398 2.24165 -0.00262
H -2.65186 -1.69375 -2.43320
C -0.57752 3.49624 3.26749
H -0.77097 0.69994 -1.76872
H -2.46094 -2.54380 -4.47876
H -1.70811 -1.77002 1.75431
C -1.14513 4.87470 2.95411
H 1.61051 -2.42943 -3.73693
H 2.80233 4.14167 2.62160
C 1.43853 3.67775 4.91211
H 1.18116 4.70937 5.16531
H 3.36030 0.84069 -3.00517
H 0.29974 -2.11506 -0.86945
C 0.96010 3.38959 3.50191
C -1.37705 -4.69323 -1.31588
C 0.82947 -3.91919 -2.40662
C -0.12564 -5.05430 -2.19794
C 1.73074 4.34283 2.56805
B 0.29113 1.62660 2.11964
H 3.28059 -2.81215 -0.66376
C -0.37078 -3.07460 -4.44633
H -2.48926 1.94256 -0.88893
H -1.27346 3.65513 5.26299
H 3.43697 -2.61440 -2.43928
H 0.41258 -5.85650 -1.66703
H -0.96416 1.95721 4.76875
H -2.23138 4.79111 2.79853
H -0.48307 -5.47527 -3.15132
H -2.41027 2.82569 4.18291
H 2.97249 1.33718 -0.33115
H -2.15036 -4.17335 -3.86322
H -2.24692 -5.23484 -1.72881
C -1.35330 2.93117 4.44885
H -3.66109 1.22569 0.26391
C 2.47712 0.19116 -2.98711
*
```

Computed properties:
**Energy relative to the best compared isomer or geometry (same formula, charge and spin)**: 0.0 kcal per mole
**HOMO-LUMO gap (spin up / spin down)**: 5.5 / 5.5 eV
**DFT total energy**: -47108.9619 eV
**Highest occupied orbital energy (spin up / spin down)**: -13.25 / -13.25 eV
**LUMO level (spin up / spin down)**: -0.2860 / -0.2860 Ha

# 2
ORCA calculation (wB97M-V/def2-TZVPD) on a molecular structure, C4H9N3O2 in a non-equilibrium geometry.

```
! RIJCOSX wB97M-V def2-TZVPD def2/J DEFGRID3
* xyz 0 1
O -0.78233 -0.98081 0.48721
N 1.47407 -1.04319 1.02895
H -2.14420 2.03958 -0.02876
C -2.19044 0.95532 0.06219
H 1.55688 1.69038 0.54591
C 0.49934 -1.01424 0.04572
C 0.62554 0.76755 -0.80864
N 0.71191 -1.88942 -0.99776
H -3.05237 0.67539 0.67474
H -2.30491 0.50629 -0.92322
H -0.06179 -1.94889 -1.64246
C -0.95964 0.46407 0.76650
N 1.43248 1.68466 -0.47781
H 1.64990 -2.25134 -1.09398
H 2.40725 -0.85759 0.68281
O -0.44622 0.95025 1.75423
H 1.23353 -0.42322 1.79758
H 0.35099 0.67519 -1.87321
*
```

Computed properties:
**Energy relative to the best compared isomer or geometry (same formula, charge and spin)**: 67.7 kcal per mole
**HOMO-LUMO gap**: 8.4 eV
**DFT total energy**: -12856.9898 eV
**Highest occupied orbital energy**: -8.05 eV
**LUMO level**: 0.0131 Ha

# 3
ORCA calculation (wB97M-V/def2-TZVPD) on a single C5H12S molecule in a non-equilibrium geometry.

```
! RIJCOSX wB97M-V def2-TZVPD def2/J DEFGRID3
* xyz 0 1
H -2.99426 0.21427 0.37499
C -2.16182 0.65388 1.04704
H -0.90179 -0.00380 -1.10338
H 1.00459 -1.35289 -2.24741
H -0.27310 1.01125 1.45722
H -2.05666 -0.23356 1.65119
C -0.79759 1.07711 0.57943
H -2.46575 1.42325 1.78713
H -0.42442 -0.98791 0.27490
H 1.37439 -2.13246 -0.71593
H 2.61542 -1.12838 -1.57000
H -0.71674 1.98771 0.03595
H 0.98969 0.85804 -1.41209
C 1.61381 -1.27466 -1.33972
C 1.13115 0.00372 -0.71212
C -0.29496 -0.06069 -0.22794
H 2.10869 -0.61791 1.46947
S 2.24938 0.56303 0.65125
*
```

Computed properties:
**Energy relative to the best compared isomer or geometry (same formula, charge and spin)**: 23.8 kcal per mole
**HOMO-LUMO gap**: 9.9 eV
**DFT total energy**: -16213.7418 eV
**Highest occupied orbital energy**: -8.93 eV
**LUMO level**: 0.0344 Ha

# 4
ORCA calculation (wB97M-V/def2-TZVPD) on a single C18H22N2O4 molecule in a non-equilibrium geometry.

```
! RIJCOSX wB97M-V def2-TZVPD def2/J DEFGRID3
* xyz 0 1
H -1.18888 -2.22427 -2.38110
C -2.14236 -2.10690 -1.86813
C 1.83308 3.79176 -0.43253
O -1.88732 1.50280 -0.22355
H 2.28622 -3.05484 2.35727
H 0.92482 0.20233 -0.94966
H 2.63211 4.43156 -0.74401
C 4.13299 -0.59583 -0.42488
C -1.56861 2.67050 0.50339
C -3.17170 -0.42908 -0.53522
H -2.25927 -2.91106 -1.13330
O 4.23509 2.10077 -0.05161
H 4.28500 -1.10932 -1.37956
H 1.53915 -3.98566 1.03834
C 1.92875 2.44705 -0.18215
C 3.13707 1.59730 -0.24217
N 2.65925 -2.37076 0.37409
H -6.04941 1.01803 1.59678
H 0.63269 -2.04527 0.03992
C -4.33177 -1.15693 -0.33815
H -6.26359 -1.22013 0.57185
C 2.42856 -3.42942 1.33112
H 3.79653 -1.10533 1.64557
C -5.36723 -0.63664 0.42816
N 2.99127 0.28606 -0.53733
O 0.72488 1.97154 0.20373
C 1.52677 -1.46622 0.27888
H -4.44278 -2.13750 -0.77283
C -3.05522 0.85384 0.04413
H 0.03886 5.10765 -0.33415
C -4.09245 1.35726 0.80751
C 0.48173 4.13988 -0.21865
H 1.94931 -0.99487 -1.77097
H 4.70661 -2.32725 0.72069
C -5.24828 0.61073 0.99959
C 3.87044 -1.62604 0.67321
H 5.00927 0.00910 -0.18846
H 1.34961 -0.92741 1.22709
H -2.21096 3.51431 0.21742
H 3.28124 -4.10695 1.32460
H -2.95534 -2.16543 -2.59942
C -0.14741 2.99235 0.17283
H -4.01572 2.33641 1.25368
H -1.67999 2.48725 1.58380
C 1.78544 -0.45022 -0.83336
O -2.08845 -0.84516 -1.25244
*
```

Computed properties:
**Energy relative to the best compared isomer or geometry (same formula, charge and spin)**: 81.7 kcal per mole
**HOMO-LUMO gap**: 9.0 eV
**DFT total energy**: -30191.9888 eV
**Highest occupied orbital energy**: -8.32 eV
**LUMO level**: 0.0261 Ha

# 5
ORCA calculation (wB97M-V/def2-TZVPD) on 13 unconnected molecules or ions with the total composition C15H53F3N22O14 in a non-equilibrium geometry.

```
! RIJCOSX wB97M-V def2-TZVPD def2/J DEFGRID3
* xyz 0 1
N 0.89386 -1.60888 2.30806
H -5.26074 -0.35629 -2.21961
H 3.17763 2.78309 3.24374
F -1.45822 0.81002 -2.32826
H -4.38787 1.59977 1.17028
O 0.62940 -6.20133 -0.31814
H 5.00344 -0.95361 -6.09145
C 2.01482 2.72792 4.86579
N 1.61591 1.26910 -5.10984
H 1.02114 3.09413 6.65784
H 1.99335 -0.96440 -0.65928
H -3.23783 0.42090 0.54637
N -2.04232 -4.24415 -2.86497
H 3.15052 -2.34245 -0.32639
N -0.23691 -4.23457 0.49722
N 2.74262 -1.00759 3.47599
H -4.04707 -4.00457 -1.36696
H 3.98418 1.50304 0.13122
H -0.47769 -0.43896 5.19087
H 2.60932 -2.96659 -3.65849
H 1.05092 1.69782 -5.82190
O -3.23540 -6.09914 -3.40826
N -3.13589 3.96710 0.86939
C -2.77641 4.14382 -0.45141
C -2.74186 -3.02381 2.73705
C -0.64036 -0.24443 -2.23917
H 1.11736 0.64255 -4.49690
H 1.86821 3.74316 -5.35373
O -5.96799 1.50077 -0.60875
N 2.89534 -1.40004 -0.57559
C -0.84315 -1.09386 -0.92375
C -4.98095 0.76663 -0.52928
H 0.01283 -1.78290 -0.91181
H -1.87542 1.30975 0.21124
N -1.88931 -1.94489 2.71496
N 2.98485 3.25739 4.10702
F -0.89228 -0.92917 -3.35966
N 1.71746 3.40291 6.00876
H 2.90229 -1.30173 -3.33466
N -3.75750 4.64690 -1.23695
N 3.11113 -2.12342 -3.87240
H 2.13004 4.31261 6.11474
N 1.37259 -4.19632 -1.10966
H -1.70342 -4.21909 -3.80569
H -3.89971 -0.82550 -1.27002
N -4.13739 0.86286 0.54048
H 4.13895 -0.18887 -4.70793
N 2.55520 3.33946 -4.74739
O 1.47650 1.64006 4.55656
N -3.82695 -4.97360 -1.54119
H -4.07827 4.24241 1.07740
H 2.42078 2.71160 0.62618
O -1.99026 -1.77563 -0.74725
H -4.56469 -5.64612 -1.44102
H 1.92648 -4.65273 -1.81314
H -1.36544 0.72361 4.79605
F 0.65991 0.18221 -2.29616
O -0.55779 -0.33173 0.28814
N -3.22376 -3.33708 1.49630
H 3.09778 3.95108 -4.16300
H 0.88414 3.18889 0.02491
H -3.72686 -4.19210 1.36290
H -4.67711 4.61039 -0.83486
H -1.96005 -3.62394 -2.06970
C -3.00742 -5.17199 -2.63189
H -2.91211 -2.69713 0.77295
O -1.62591 3.98306 -0.85733
H 2.91743 1.01584 -1.16716
H 2.68773 -0.13233 2.99720
C -0.37176 1.46013 1.78491
N 4.31558 -0.93869 -5.36123
C 3.81544 -0.49828 -0.09140
H 1.05126 -3.26487 -1.28440
H -3.56161 5.02562 -2.14207
H 0.71287 1.43970 1.75749
H -2.42186 3.92372 1.56875
H -0.81626 -4.75246 1.13384
H -1.75175 -1.68231 3.67776
O -0.63413 0.50556 5.41070
C -0.82752 1.08844 0.37043
H -1.89082 -1.32383 1.91946
H 0.93773 -0.73919 1.82525
H -0.67197 2.45430 2.12408
O 3.31168 1.51567 -3.61252
N -4.71121 -0.22717 -1.39142
H 0.17755 1.10616 5.16696
O 1.62291 -2.95849 3.99000
O 4.81563 -0.87429 0.49920
H -0.19197 1.52153 -0.40057
C 3.85662 -2.17212 -5.00289
H 0.40536 6.19900 1.40692
C 1.77009 -1.95656 3.31393
C 0.63358 -4.98429 -0.26798
N 3.43848 0.79782 -0.33211
O -2.97738 -3.72113 3.71499
H 3.14935 4.24822 4.16133
H -0.81278 0.72943 2.46508
O 2.59151 5.05152 1.91920
H 0.16420 -2.28634 2.17606
N 1.70129 3.40450 0.57301
H -0.17004 4.83817 0.46339
N 0.57013 5.32797 0.94316
H -0.56247 -3.37909 0.06292
H 3.40567 -1.11367 4.22244
O 4.04278 -3.21018 -5.62556
C 2.55333 2.01935 -4.44097
C 1.70867 4.60617 1.18326
*
```

Computed properties:
**Energy relative to the best compared isomer or geometry (same formula, charge and spin)**: 23.9 kcal per mole
**HOMO-LUMO gap**: 7.1 eV
**DFT total energy**: -86023.3243 eV
**Highest occupied orbital energy**: -8.89 eV
**LUMO level**: -0.0670 Ha

# 6
ORCA calculation (wB97M-V/def2-TZVPD) on a single C5H13NO molecule in a non-equilibrium geometry.

```
! RIJCOSX wB97M-V def2-TZVPD def2/J DEFGRID3
* xyz 0 1
C 0.24203 1.22493 0.21217
H 0.29997 1.17518 2.37597
O 1.65063 -1.34298 -2.50199
C 0.36748 1.92941 1.58796
C 1.10475 -1.58845 -1.22689
H -0.88033 -1.47381 -1.22571
H 1.22683 1.19651 -0.25930
C -1.79200 -0.18304 0.63849
H -2.25643 0.43146 -0.13023
N -0.11864 -0.85094 -0.99035
H -0.32541 2.73608 1.76761
H -0.38142 1.79235 -0.47509
H 1.38196 2.32062 1.68827
H 0.88360 -2.66247 -1.13084
H 1.89341 -1.29178 -0.54200
H 0.23446 -0.77468 1.05773
H -1.93961 0.20360 1.64375
H 1.01703 -1.52009 -3.20102
C -0.30155 -0.19460 0.29940
H -2.30675 -1.12731 0.41208
*
```

Computed properties:
**Energy relative to the best compared isomer or geometry (same formula, charge and spin)**: 26.1 kcal per mole
**HOMO-LUMO gap**: 10.0 eV
**DFT total energy**: -8932.8785 eV
**Highest occupied orbital energy**: -9.02 eV
**LUMO level**: 0.0368 Ha

Please write out number 4 again, unchanged.
ORCA calculation (wB97M-V/def2-TZVPD) on a single C18H22N2O4 molecule in a non-equilibrium geometry.

```
! RIJCOSX wB97M-V def2-TZVPD def2/J DEFGRID3
* xyz 0 1
H -1.18888 -2.22427 -2.38110
C -2.14236 -2.10690 -1.86813
C 1.83308 3.79176 -0.43253
O -1.88732 1.50280 -0.22355
H 2.28622 -3.05484 2.35727
H 0.92482 0.20233 -0.94966
H 2.63211 4.43156 -0.74401
C 4.13299 -0.59583 -0.42488
C -1.56861 2.67050 0.50339
C -3.17170 -0.42908 -0.53522
H -2.25927 -2.91106 -1.13330
O 4.23509 2.10077 -0.05161
H 4.28500 -1.10932 -1.37956
H 1.53915 -3.98566 1.03834
C 1.92875 2.44705 -0.18215
C 3.13707 1.59730 -0.24217
N 2.65925 -2.37076 0.37409
H -6.04941 1.01803 1.59678
H 0.63269 -2.04527 0.03992
C -4.33177 -1.15693 -0.33815
H -6.26359 -1.22013 0.57185
C 2.42856 -3.42942 1.33112
H 3.79653 -1.10533 1.64557
C -5.36723 -0.63664 0.42816
N 2.99127 0.28606 -0.53733
O 0.72488 1.97154 0.20373
C 1.52677 -1.46622 0.27888
H -4.44278 -2.13750 -0.77283
C -3.05522 0.85384 0.04413
H 0.03886 5.10765 -0.33415
C -4.09245 1.35726 0.80751
C 0.48173 4.13988 -0.21865
H 1.94931 -0.99487 -1.77097
H 4.70661 -2.32725 0.72069
C -5.24828 0.61073 0.99959
C 3.87044 -1.62604 0.67321
H 5.00927 0.00910 -0.18846
H 1.34961 -0.92741 1.22709
H -2.21096 3.51431 0.21742
H 3.28124 -4.10695 1.32460
H -2.95534 -2.16543 -2.59942
C -0.14741 2.99235 0.17283
H -4.01572 2.33641 1.25368
H -1.67999 2.48725 1.58380
C 1.78544 -0.45022 -0.83336
O -2.08845 -0.84516 -1.25244
*
```

Computed properties:
**Energy relative to the best compared isomer or geometry (same formula, charge and spin)**: 81.7 kcal per mole
**HOMO-LUMO gap**: 9.0 eV
**DFT total energy**: -30191.9888 eV
**Highest occupied orbital energy**: -8.32 eV
**LUMO level**: 0.0261 Ha

Look up the DFT total energy of the second one. -12856.9898 eV